# 1
Density functional theory data (the ωB97M-V functional and the def2-TZVPD basis) for 2 unconnected molecules or ions with the total composition C5H14.

XYZ file:
```
19
Properties=species:S:1:pos:R:3:forces:R:3
C 0.903 1.665 -0.118 -0.61 0.40 -0.58
C 1.733 0.622 0.648 0.19 0.68 -0.68
C 1.043 0.012 1.857 -0.14 0.08 1.04
H -0.121 1.604 0.246 -0.10 0.25 -0.16
H 1.212 2.714 -0.078 0.24 -0.13 0.87
H 0.860 1.580 -1.211 0.05 -0.80 0.11
H 2.028 -0.172 -0.036 0.03 -0.06 -0.02
H 2.660 1.106 0.959 0.06 -0.13 0.06
H 0.133 0.497 2.227 0.01 0.31 -0.60
H 0.760 -1.029 1.715 0.20 -0.09 0.00
H 1.698 0.108 2.727 0.09 -0.49 -0.04
C -1.305 -1.497 -1.659 -0.53 -0.46 -0.07
C -2.170 -0.753 -0.646 -0.09 1.07 -0.80
H -0.647 -2.201 -1.156 0.41 0.16 -0.10
H -1.925 -2.103 -2.325 -0.11 -0.08 0.18
H -0.773 -0.840 -2.343 0.32 0.15 0.28
H -2.492 -1.365 0.189 -0.14 -0.05 -0.01
H -3.019 -0.301 -1.171 -0.31 -0.48 0.19
H -1.696 0.158 -0.276 0.44 -0.34 0.35
```
Forces are in eV/Å.

Computed properties:
**ΔE to the lowest compared entry with this formula, charge and spin**: 50.6 kJ/mol
**SMILES**: CCC.CC
**HOMO**: -0.410 Ha

---

# 2
Density functional theory data (the ωB97M-V functional and the def2-TZVPD basis) for 2 unconnected molecules or ions with the total composition C5H14.

XYZ file:
```
19
Properties=species:S:1:pos:R:3:forces:R:3
C 1.737 -0.605 -1.269 -0.14 -1.42 -1.77
C 0.359 -1.261 -1.561 1.29 -0.13 1.42
C 0.231 -2.628 -0.820 0.05 1.24 -0.03
H 1.806 -0.406 -0.213 0.46 0.24 0.27
H 1.951 0.236 -1.922 -0.40 0.68 0.39
H 2.498 -1.308 -1.649 0.04 -0.03 0.82
H -0.353 -0.598 -1.071 -0.50 0.10 -0.89
H 0.271 -1.432 -2.630 -0.58 0.45 -0.02
H -0.770 -2.642 -0.389 0.05 -0.60 0.00
H 0.403 -3.437 -1.505 -0.13 -0.55 -0.20
H 0.969 -2.711 -0.016 -0.15 0.05 0.00
C -1.170 1.488 1.392 1.98 1.23 0.11
C -1.193 2.872 2.074 1.30 0.00 0.09
H -0.122 1.225 1.194 -0.10 0.04 -0.30
H -1.447 0.764 2.147 -0.81 -0.37 -0.39
H -1.665 1.528 0.431 -0.60 -0.61 0.12
H -2.087 2.846 2.696 0.19 1.10 0.06
H -0.949 3.780 1.499 -1.59 -0.40 -0.82
H -0.264 3.054 2.630 -0.36 -1.01 1.12
```
Forces are in eV/Å.

Computed properties:
**ΔE to the lowest compared entry with this formula, charge and spin**: 96.3 kJ/mol
**SMILES**: CCC.CC
**HOMO**: -0.412 Ha

---

# 3
Density functional theory data (the ωB97M-V functional and the def2-TZVPD basis) for 2 unconnected molecules or ions with the total composition C5H14.

XYZ file:
```
19
Properties=species:S:1:pos:R:3:forces:R:3
C -0.879 1.222 2.446 0.74 -4.12 -0.91
C -0.113 0.592 1.197 -2.43 0.80 -1.88
C 1.172 -0.066 1.618 1.69 1.18 -1.24
H -0.357 1.944 2.965 1.75 1.40 0.97
H -1.801 1.652 2.269 -2.05 0.80 -1.10
H -1.096 0.379 3.132 0.21 0.46 -0.05
H -0.789 -0.313 0.617 1.54 2.91 1.65
H 0.024 1.521 0.492 -0.10 -2.14 0.72
H 2.038 0.629 1.752 -0.84 -0.14 0.06
H 0.961 -0.480 2.547 0.04 -1.20 1.78
H 1.589 -0.825 0.945 -0.54 0.03 0.00
C 0.614 -0.677 -2.675 1.10 -0.57 0.19
C -0.859 -0.833 -2.412 1.11 0.17 4.31
H 1.149 -0.294 -1.824 0.17 -0.17 0.82
H 1.025 -1.667 -2.904 0.28 0.31 -0.19
H 0.948 0.046 -3.428 -0.75 -0.29 -0.39
H -1.305 -1.078 -3.283 -2.33 0.31 -2.79
H -1.181 -0.051 -1.688 -0.56 0.20 -1.57
H -1.140 -1.701 -1.766 0.96 0.05 -0.38
```
Forces are in eV/Å.

Computed properties:
**ΔE to the lowest compared entry with this formula, charge and spin**: 150.9 kJ/mol
**SMILES**: CCC.CC
**HOMO**: -0.408 Ha

---

# 4
Density functional theory data (the ωB97M-V functional and the def2-TZVPD basis) for 2 unconnected molecules or ions with the total composition C5H14.

XYZ file:
```
19
Properties=species:S:1:pos:R:3:forces:R:3
C 1.103 -0.905 -0.344 -2.04 -0.23 0.21
C 0.605 -0.474 -1.711 0.38 -1.41 -1.96
C 0.130 -1.697 -2.597 0.14 0.60 0.95
H 1.580 -1.877 -0.342 0.93 0.16 -0.28
H 1.629 -0.086 0.122 0.41 -0.18 0.38
H 0.211 -1.151 0.258 0.18 0.42 0.18
H 1.433 0.000 -2.253 -0.33 0.34 0.13
H -0.291 0.143 -1.694 0.47 0.63 0.37
H 0.687 -2.602 -2.326 -0.51 -0.01 0.03
H 0.176 -1.603 -3.667 0.68 0.57 -0.53
H -0.942 -1.739 -2.468 -0.30 -0.91 0.53
C -0.610 1.771 1.448 -1.55 3.50 -0.14
C -0.972 1.195 2.786 2.08 -2.39 0.83
H -0.944 1.234 0.568 0.46 -0.62 0.12
H -1.220 2.711 1.354 -0.09 -0.60 -0.06
H 0.337 2.294 1.313 0.60 -1.01 0.19
H -1.869 0.589 2.725 -0.36 0.30 0.26
H -0.187 0.474 3.099 -0.26 -0.45 -0.71
H -0.857 1.723 3.731 -0.89 1.28 -0.50
```
Forces are in eV/Å.

Computed properties:
**ΔE to the lowest compared entry with this formula, charge and spin**: 105.7 kJ/mol
**SMILES**: CCC.CC
**HOMO**: -0.397 Ha

---

# 5
Density functional theory data (the ωB97M-V functional and the def2-TZVPD basis) for 2 unconnected molecules or ions with the total composition C5H14.

XYZ file:
```
19
Properties=species:S:1:pos:R:3:forces:R:3
C -1.620 0.236 -0.553 -0.10 0.64 -0.88
C -2.235 1.656 -0.399 0.59 -0.23 -0.09
C -1.137 2.640 0.022 -0.06 -0.53 2.10
H -1.801 -0.350 0.344 0.13 -0.27 -0.19
H -1.952 -0.266 -1.471 -0.45 -0.14 0.50
H -0.552 0.330 -0.749 0.18 -0.07 0.41
H -2.794 1.971 -1.289 0.26 -0.08 0.15
H -2.918 1.612 0.438 -0.60 0.07 -0.08
H -1.349 3.703 -0.039 0.06 0.07 -0.72
H -1.038 2.515 1.129 -0.01 0.00 -0.50
H -0.148 2.321 -0.295 0.02 0.53 -0.71
C 1.546 -2.222 0.654 -0.85 -1.90 -0.19
C 2.902 -1.805 0.095 -0.18 -0.43 0.06
H 1.023 -1.349 1.040 -0.34 -0.52 0.21
H 0.933 -2.827 -0.032 -0.22 1.48 -1.18
H 1.457 -3.145 1.284 1.22 1.32 1.05
H 3.146 -2.351 -0.817 0.27 -0.22 0.27
H 3.683 -1.899 0.855 0.07 -0.02 -0.30
H 2.853 -0.769 -0.217 0.02 0.30 0.07
```
Forces are in eV/Å.

Computed properties:
**ΔE to the lowest compared entry with this formula, charge and spin**: 99.5 kJ/mol
**SMILES**: CCC.CC
**HOMO**: -0.406 Ha

---

# 6
Density functional theory data (the ωB97M-V functional and the def2-TZVPD basis) for 2 unconnected molecules or ions with the total composition C5H14.

XYZ file:
```
19
Properties=species:S:1:pos:R:3:forces:R:3
C 0.989 -2.019 2.033 -0.11 -2.50 -0.84
C 0.106 -1.211 1.124 1.01 1.47 -2.08
C 0.018 0.280 1.609 -0.55 -0.68 1.06
H 1.124 -1.573 2.951 0.10 1.32 2.17
H 2.019 -2.181 1.676 -0.49 -0.04 -0.26
H 0.542 -3.006 2.301 0.44 0.45 -0.50
H 0.581 -1.230 0.025 -1.10 0.16 2.28
H -0.909 -1.589 1.001 0.14 -0.22 0.15
H -0.782 0.463 2.403 0.77 -0.56 -1.07
H 0.945 0.606 2.131 -0.34 -0.10 -0.84
H -0.236 0.872 0.746 0.17 0.64 0.00
C -0.308 0.731 -2.614 -1.49 -1.55 1.70
C -0.816 1.914 -1.762 0.80 1.75 -5.14
H 0.560 0.979 -3.136 0.91 0.88 -1.63
H 0.080 -0.130 -2.086 -0.16 -0.29 0.88
H -1.139 0.307 -3.203 0.66 0.34 -0.22
H -1.484 2.387 -2.632 0.80 -0.29 2.54
H -1.326 1.768 -0.865 -0.80 -0.39 1.18
H 0.035 2.634 -1.703 -0.76 -0.42 0.64
```
Forces are in eV/Å.

Computed properties:
**ΔE to the lowest compared entry with this formula, charge and spin**: 123.1 kJ/mol
**SMILES**: CCC.CC
**HOMO**: -0.403 Ha

---

# 7
Density functional theory data (the ωB97M-V functional and the def2-TZVPD basis) for 2 unconnected molecules or ions with the total composition C5H14.

XYZ file:
```
19
Properties=species:S:1:pos:R:3:forces:R:3
C 0.306 -2.231 0.284 0.82 0.47 1.41
C -1.040 -1.634 0.802 0.61 1.35 -0.41
C -0.920 -1.160 2.299 -2.87 -1.68 0.76
H 1.094 -2.072 1.170 -1.27 -0.50 -2.51
H 0.668 -1.957 -0.745 -0.28 0.53 1.25
H 0.089 -3.264 0.142 0.43 -1.18 0.35
H -1.178 -0.678 0.246 -0.48 -0.83 0.10
H -1.873 -2.343 0.576 0.57 0.77 0.40
H -0.865 -0.065 2.314 -0.06 -0.41 0.39
H -1.862 -1.572 2.986 2.26 1.40 -1.84
H -0.060 -1.610 2.778 0.27 0.11 0.08
C 0.290 1.905 -1.139 -1.73 -0.25 0.60
C 1.113 2.816 -2.062 2.68 -1.12 0.20
H 0.620 0.867 -1.168 0.17 -0.02 -0.11
H 0.275 2.168 -0.012 -0.03 -0.07 -1.96
H -0.793 1.852 -1.562 1.63 0.28 1.13
H 1.168 3.839 -1.632 -0.12 -0.53 -0.83
H 0.708 2.728 -3.082 0.09 0.63 0.41
H 2.259 2.412 -2.194 -2.70 1.05 0.59
```
Forces are in eV/Å.

Computed properties:
**ΔE to the lowest compared entry with this formula, charge and spin**: 151.7 kJ/mol
**SMILES**: CCC.CC
**HOMO**: -0.410 Ha

---

# 8
Density functional theory data (the ωB97M-V functional and the def2-TZVPD basis) for 2 unconnected molecules or ions with the total composition C5H14.

XYZ file:
```
19
Properties=species:S:1:pos:R:3:forces:R:3
C -2.089 0.275 -1.028 0.37 -1.03 2.03
C -0.697 0.086 -1.775 1.04 0.91 -1.41
C -1.868 0.757 0.365 -1.05 2.13 -0.58
H -2.423 1.118 -1.674 0.05 0.05 -0.16
H -2.724 -0.594 -1.094 0.05 -0.34 -0.16
H 0.091 -0.120 -1.017 -0.55 -0.13 0.34
H -1.177 0.204 1.017 0.39 -0.50 -0.14
H -1.593 1.815 0.299 0.66 -0.24 0.24
H -0.392 1.033 -2.223 0.19 0.04 0.08
H -0.672 -0.617 -2.606 -0.64 -0.22 0.27
H -2.718 0.828 1.078 -0.28 -0.60 -0.40
C 2.931 -0.637 0.987 0.95 0.74 -1.12
C 1.492 -0.509 1.338 -1.85 -0.01 0.53
H 3.356 0.336 0.639 -0.30 -0.43 0.52
H 3.161 -1.293 0.161 -0.31 -0.41 -0.28
H 3.572 -0.956 1.807 -0.24 0.05 0.34
H 0.757 -1.316 1.186 0.96 -0.50 -0.13
H 0.923 0.297 0.755 0.49 0.13 0.07
H 1.339 -0.234 2.383 0.09 0.36 -0.04
```
Forces are in eV/Å.

Computed properties:
**ΔE to the lowest compared entry with this formula, charge and spin**: 79.2 kJ/mol
**HOMO (alpha / beta)**: -0.576 / -0.559 Ha
**Net charge**: +1
**Multiplicity**: 2
**Expectation value of S²**: 0.75

---

# 9
Density functional theory data (the ωB97M-V functional and the def2-TZVPD basis) for 2 unconnected molecules or ions with the total composition C5H14.

XYZ file:
```
19
Properties=species:S:1:pos:R:3:forces:R:3
C 1.243 -0.474 1.560 0.95 0.54 -1.21
C 1.541 -1.891 1.242 -0.57 -1.91 2.94
H 2.073 0.189 1.067 -1.09 -0.69 0.74
H 0.299 -0.177 1.166 -0.84 0.35 0.02
H 1.276 -0.263 2.615 0.16 0.41 0.53
H 1.090 -2.350 0.420 -1.22 -0.33 -1.44
H 1.329 -2.704 2.133 0.19 2.04 -1.60
H 2.556 -2.021 1.093 2.29 -0.35 -0.11
C -0.376 0.937 -1.269 -2.23 0.72 0.20
C -1.254 1.940 -0.551 0.80 -1.27 2.92
C -1.232 -0.277 -1.371 0.81 -2.08 -2.47
H -0.141 1.259 -2.410 0.49 -0.04 1.77
H 0.646 0.925 -0.693 -0.38 -0.39 -1.15
H -1.925 1.444 0.258 1.05 0.40 -1.45
H -2.175 0.100 -1.871 0.60 -0.60 0.62
H -1.932 2.627 -0.964 -1.05 0.92 -1.67
H -0.659 2.664 0.007 0.62 0.31 0.01
H -0.818 -1.177 -2.001 -0.46 1.78 1.10
H -1.541 -0.751 -0.432 -0.12 0.17 0.26
```
Forces are in eV/Å.

Computed properties:
**ΔE to the lowest compared entry with this formula, charge and spin**: 172.7 kJ/mol
**HOMO (alpha / beta)**: -0.578 / -0.546 Ha
**Net charge**: +1
**Multiplicity**: 2
**Expectation value of S²**: 0.75

---

# 10
Density functional theory data (the ωB97M-V functional and the def2-TZVPD basis) for a molecular structure, C5H14BiClIO2P.

XYZ file:
```
25
Properties=species:S:1:pos:R:3:forces:R:3
C 0.829 -0.153 0.495 -2.21 2.51 1.30
I 2.948 -0.005 0.955 0.19 0.23 0.12
H 0.996 -1.194 0.371 -0.73 -1.29 -0.74
H 0.094 0.109 1.428 1.94 -0.51 -2.30
H 0.762 0.553 -0.406 -0.18 -1.41 1.48
Bi -1.786 -1.161 -0.627 0.33 -1.20 2.22
P -1.138 0.263 -2.696 1.48 1.06 -3.10
C 0.610 0.753 -2.805 0.66 -0.07 0.82
C -1.298 -0.957 -4.039 -0.16 0.10 -0.47
H -3.010 1.778 -3.024 0.18 0.36 -0.21
H -1.981 1.730 -4.472 0.26 -0.17 0.38
H -1.448 2.693 -3.020 -0.32 -0.56 -0.11
C -1.969 1.782 -3.374 -0.76 -0.09 1.16
H -2.140 -1.630 -3.834 0.29 -0.09 -0.34
H -1.529 -0.367 -4.949 0.09 -0.50 0.41
H 0.782 1.253 -3.763 -0.26 -0.17 -0.02
H 1.245 -0.156 -2.760 -0.18 0.65 0.16
H -0.349 -1.499 -4.216 -0.60 0.08 0.30
H 0.879 1.495 -2.014 -0.10 -0.62 -0.63
C 5.741 -0.970 0.215 0.37 -0.06 -0.06
O 6.461 -1.540 -0.430 -0.14 0.10 0.12
Cl -1.165 -3.531 -0.905 -0.15 1.73 -0.33
O -1.732 -0.121 2.822 1.31 -0.36 0.79
H -1.361 0.627 3.324 -0.59 0.31 -0.40
H -1.294 -0.823 3.352 -0.71 -0.03 -0.53
```
Forces are in eV/Å.

Computed properties:
**ΔE to the lowest compared entry with this formula, charge and spin**: 112.9 kJ/mol
**HOMO**: -0.575 Ha
**Net charge**: +2

---

# 11
Density functional theory data (the ωB97M-V functional and the def2-TZVPD basis) for a molecular structure, C5H14Br2CuF12NOP2.

XYZ file:
```
38
Properties=species:S:1:pos:R:3:forces:R:3
Cu -3.462 1.050 -2.533 0.18 -0.28 -0.31
Br -6.574 3.811 -4.172 0.05 -0.04 0.02
Br -1.615 -0.860 -5.826 -0.19 0.33 0.59
C 4.126 0.278 0.095 -0.81 -1.00 -0.74
N 3.759 -0.868 0.959 0.84 -2.92 2.32
C 4.416 -2.191 0.468 0.27 1.36 -1.04
C 4.325 -0.529 2.382 -1.37 -1.02 -1.65
C 2.274 -1.250 1.115 -0.51 2.94 -0.61
C 1.501 -1.429 -0.229 0.38 0.90 0.23
O 0.153 -0.995 -0.077 1.02 -1.35 0.39
H 3.748 -0.028 -0.880 0.20 0.78 -0.20
H 5.215 0.332 0.078 -0.15 0.16 0.01
H 3.656 1.185 0.474 0.04 -0.08 -0.16
H 4.174 -3.111 0.999 -0.16 0.63 0.67
H 5.490 -2.021 0.398 -0.03 -0.14 0.22
H 4.056 -2.353 -0.548 0.00 0.17 -0.05
H 5.375 -0.267 2.251 -0.19 -0.09 0.30
H 4.128 -1.457 2.919 0.46 0.34 0.47
H 3.688 0.278 2.743 0.37 0.03 0.16
H 1.868 -0.351 1.579 -0.34 0.10 -0.06
H 2.080 -2.031 1.851 0.77 -0.36 -0.27
H 1.727 -2.446 -0.549 -0.94 -0.25 -0.36
H 1.819 -0.752 -1.022 0.65 -0.09 0.18
H -0.247 -1.657 0.490 -0.80 0.03 0.06
P -6.756 -2.123 -0.395 -0.19 1.86 -0.42
F -7.640 -3.450 -0.747 0.90 1.07 -0.50
F -6.361 -1.785 -1.929 -0.56 -1.25 -0.72
F -8.023 -1.020 -0.536 -1.10 -2.17 -0.33
F -6.024 -0.721 -0.079 2.33 0.25 1.61
F -7.140 -2.377 1.145 0.65 0.08 0.00
F -5.287 -2.942 -0.276 -1.80 0.31 0.31
P -1.203 4.587 0.004 -1.39 2.07 -0.72
F 0.295 5.084 0.324 0.61 1.28 -0.82
F -0.699 3.560 -1.045 1.45 -2.46 -1.61
F -0.905 3.554 1.152 -1.02 -1.02 1.97
F -2.714 3.924 -0.187 0.18 0.67 0.34
F -1.810 5.819 0.909 0.27 -1.41 0.05
F -1.412 5.552 -1.309 -0.06 0.55 0.68
```
Forces are in eV/Å.

Computed properties:
**HOMO (alpha / beta)**: -0.181 / -0.181 Ha
**Net charge**: -1
**Multiplicity**: 2
**Expectation value of S²**: 0.75

---

# 12
Density functional theory data (the ωB97M-V functional and the def2-TZVPD basis) for a molecular structure, C5H14ClIO2PTi.

XYZ file:
```
25
Properties=species:S:1:pos:R:3:forces:R:3
C 0.855 1.288 0.700 2.13 0.72 2.45
I -2.070 0.662 -1.378 1.35 -0.59 1.12
H 1.552 0.531 1.313 -1.70 -0.47 -1.72
H 0.417 1.741 1.639 0.48 0.14 -1.11
H 1.746 1.897 0.317 -1.56 -0.44 0.51
Ti 0.240 -1.004 0.201 -0.09 -0.64 0.00
P 1.412 -0.185 -1.830 2.34 0.29 -2.28
C 1.274 1.328 -2.885 -0.61 0.01 0.64
C 3.266 -0.124 -1.533 -1.56 -0.39 0.62
H 1.183 -2.446 -2.557 0.04 0.04 -0.54
H 2.079 -1.432 -3.765 -0.43 -0.13 0.04
H 0.257 -1.302 -3.609 0.38 -0.25 -0.04
C 1.210 -1.489 -3.094 -0.18 0.01 0.63
H 3.496 -0.963 -0.886 0.44 -0.13 0.02
H 3.757 -0.216 -2.494 0.15 0.10 -0.09
H 1.987 1.281 -3.705 0.16 -0.27 0.10
H 1.436 2.243 -2.325 0.22 0.10 0.08
H 3.504 0.806 -1.023 0.23 0.08 -0.11
H 0.278 1.396 -3.302 -0.27 -0.02 -0.22
C -0.287 1.611 -0.362 -0.75 4.98 0.05
O -0.312 2.829 -0.497 -0.10 -4.14 -0.13
Cl 1.408 -2.863 0.347 -0.62 1.01 0.01
O -1.087 -0.856 1.855 -0.57 0.57 0.41
H -0.810 -1.082 2.763 -0.04 -0.08 -0.18
H -1.944 -0.377 1.957 0.58 -0.49 -0.23
```
Forces are in eV/Å.

Computed properties:
**ΔE to the lowest compared entry with this formula, charge and spin**: 51.3 kJ/mol
**HOMO (alpha / beta)**: -0.653 / -0.652 Ha
**Net charge**: +2
**Multiplicity**: 2
**Expectation value of S²**: 0.76

---

What are the calculated total energy values for these records? In order: -198.869903; -198.852469; -198.831690; -198.848910; -198.851253; -198.842267; -198.831368; -198.456813; -198.421204; -1662.534912; -8998.768133; -2297.447132 Eh.